{
  "formula": "C3H4N2O3",
  "method": "ωB97M-V/def2-TZVPD",
  "symbols": ["O", "N", "O", "C", "C", "C", "O", "N", "H", "H", "H", "H"],
  "xyz": [[2.08710, 0.59088, 1.64888], [0.95601, 0.82350, 1.25188], [0.36705, 1.88525, 1.32734], [0.19142, -0.44785, 0.50614], [0.48686, -0.23004, -0.97802], [-0.65712, 0.06937, -1.48849], [-1.70668, -0.10097, -0.69393], [-1.16354, -0.28014, 0.61094], [0.77289, -1.23831, 0.77060], [1.35930, -0.43916, -1.46628], [-0.86420, 0.23510, -2.63752], [-1.82910, -0.86763, 1.14846]],
  "forces_ev_per_a": [[-0.59, 0.14, -0.31], [-0.25, -0.09, 0.33], [0.50, -0.97, -0.13], [1.10, 3.18, -2.07], [-0.61, 0.06, 2.87], [-1.71, -0.16, -4.71], [-1.32, 0.89, 0.24], [-1.56, -0.68, 0.60], [1.06, -2.49, 1.99], [2.16, -0.09, -0.86], [0.06, -0.20, 2.77], [1.16, 0.41, -0.71]],
  "homo_ev": -9.1,
  "relative_energy_kj_mol": 635.3,
  "total_energy_ev": -12292.4112,
  "smiles": "O=[N+]([O-])[C@@H]1C=CON1",
  "lumo_energy_ev": 0.607,
  "homo_lumo_gap_ha": 0.3573,
  "charge": 0
}

{
  "formula": "C3H4N2O3",
  "method": "ωB97M-V/def2-TZVPD",
  "symbols": ["O", "N", "N", "C", "C", "O", "C", "O", "H", "H", "H", "H"],
  "xyz": [[0.70741, -1.79030, 2.35880], [0.85855, -0.82877, 1.81107], [0.05897, -0.66128, 0.63226], [0.76097, -0.21198, -0.48290], [-0.35320, 0.51574, -1.29398], [-1.24178, 0.98294, -0.39740], [-1.13854, 0.29108, 0.82345], [-1.73659, 0.43102, 1.72793], [1.50739, 0.73818, -0.29179], [1.38329, -0.63743, -0.85413], [-0.02890, 1.40743, -1.81758], [-0.77757, -0.23661, -2.21573]],
  "forces_ev_per_a": [[-1.43, -5.08, 2.81], [2.36, 5.49, -1.83], [-3.36, 0.13, -0.16], [-10.27, 14.32, 6.85], [1.26, -2.66, -4.36], [-1.83, -0.74, 2.83], [7.51, -2.13, -9.27], [-5.71, 1.28, 8.29], [-1.51, -1.34, 0.76], [11.89, -10.87, -8.38], [0.61, -0.20, -0.29], [0.49, 1.80, 2.75]],
  "homo_ev": -9.5,
  "relative_energy_kj_mol": 674.7,
  "total_energy_ev": -12292.0022,
  "smiles": "O=NN1CCOC1=O",
  "lumo_energy_ev": -0.027,
  "homo_lumo_gap_ha": 0.3491,
  "charge": 0
}

{
  "formula": "C3H4N2OS",
  "method": "ωB97M-V/def2-TZVPD",
  "symbols": ["C", "N", "N", "C", "S", "C", "O", "H", "H", "H", "H"],
  "xyz": [[-0.69867, 0.59054, 0.06895], [0.70035, 0.19370, 0.06722], [0.83119, -1.16168, 0.09101], [2.03261, -1.50363, 0.13993], [3.14800, -0.19544, -0.01234], [1.79334, 0.92072, -0.08742], [1.89980, 2.14796, -0.28898], [-0.92400, 0.45922, 1.10664], [-0.78672, 1.65392, -0.28228], [-1.28318, -0.20926, -0.52196], [2.28396, -2.62702, 0.10194]],
  "forces_ev_per_a": [[-0.13, -0.04, -0.94], [-1.61, -1.33, -0.84], [-1.60, 0.13, 0.62], [1.98, -2.62, -0.63], [0.97, -0.33, 0.20], [1.23, 3.53, -0.84], [-0.45, -2.33, 0.60], [-1.06, 0.42, 0.57], [-0.10, -1.22, 0.33], [0.91, 1.68, 0.71], [-0.14, 2.12, 0.22]],
  "homo_ev": -9.3,
  "relative_energy_kj_mol": 115.0,
  "total_energy_ev": -19037.8563,
  "smiles": "Cn1ncsc1=O",
  "lumo_energy_ev": 0.678,
  "homo_lumo_gap_ha": 0.3667,
  "charge": 0
}

{
  "formula": "C3H4N2OS",
  "method": "ωB97M-V/def2-TZVPD",
  "symbols": ["C", "N", "O", "C", "N", "S", "C", "H", "H", "H", "H"],
  "xyz": [[-0.71124, 0.42282, -1.00823], [0.21845, 1.26815, -0.82695], [0.60837, 1.18831, 0.61690], [1.69129, 0.29000, 0.72262], [1.50190, -0.98481, 0.71822], [0.01559, -1.77642, 0.36927], [-1.23284, -0.48731, -0.00750], [-1.07634, 0.36172, -2.00232], [2.58170, 0.78784, 0.95956], [-1.52518, 0.06400, 0.87713], [-2.07170, -1.13429, -0.41872]],
  "forces_ev_per_a": [[0.79, 0.56, -0.27], [0.13, -0.27, 1.07], [0.67, -0.05, -1.06], [-3.62, -2.01, -0.04], [0.27, 1.45, -0.40], [1.03, 0.89, 0.31], [-1.05, -1.66, 0.36], [-0.25, 0.13, -0.98], [1.45, 0.16, 0.23], [-0.22, -0.20, 0.22], [0.78, 1.01, 0.56]],
  "homo_ev": -9.0,
  "relative_energy_kj_mol": 343.2,
  "total_energy_ev": -19035.4916,
  "smiles": "C1=NOC=NSC1",
  "lumo_energy_ev": 0.665,
  "homo_lumo_gap_ha": 0.3551,
  "charge": 0
}